2 unconnected molecules or ions with the total composition C3H4F2O in a non-equilibrium geometry, computed with wB97M-V/def2-TZVPD.

Structure (ORCA input):
```
! wB97M-V def2-TZVPD RIJCOSX def2/J DEFGRID3
* xyz 0 1
C -1.679 -0.624 -0.051
C -0.350 -0.439 -0.031
C 2.222 0.859 0.287
O -2.664 0.232 -0.163
F 0.405 -1.577 -0.088
F 2.723 -0.053 -0.496
H -2.069 -1.575 0.415
H 1.639 0.338 1.023
H 2.184 1.772 -0.185
H -2.412 1.067 -0.711
*
```

The value obtained for the gap between HOMO and LUMO (alpha / beta) is 6.883 / 9.613 eV. The calculation puts the HOMO energy (alpha / beta) at -8.15 / -9.12 eV. The calculation puts the energy relative to the best compared isomer or geometry (same formula, charge and spin) at 596.8 kJ/mol.

***

A gas-phase ion, C5H10N (charge +1) in a non-equilibrium geometry, computed with wB97M-V/def2-TZVPD.

Structure (ORCA input):
```
! wB97M-V def2-TZVPD RIJCOSX def2/J DEFGRID3
* xyz 1 1
C -2.325 0.551 0.209
C -1.231 0.173 -0.471
N 0.170 -0.093 -0.098
C 0.622 -1.593 0.027
C 0.894 0.831 0.715
C 1.288 1.006 -0.681
H -3.174 0.621 -0.452
H -2.724 0.571 1.192
H -1.319 -0.035 -1.509
H 1.630 -1.740 0.482
H -0.126 -2.132 0.682
H 0.686 -1.988 -1.021
H 1.694 0.440 1.284
H 0.356 1.561 1.325
H 0.746 1.824 -1.132
H 2.082 0.420 -1.108
*
```

The value obtained for the gap between HOMO and LUMO is 11.662 eV. The calculation puts the HOMO energy at -14.91 eV. The calculation puts the energy relative to the best compared isomer or geometry (same formula, charge and spin) at 266.1 kJ/mol. The SMILES is C=C[N+]1(C)CC1.

***

C3H3ClN2 in the gas phase in a non-equilibrium geometry, computed with wB97M-V/def2-TZVPD.

Structure (ORCA input):
```
! wB97M-V def2-TZVPD RIJCOSX def2/J DEFGRID3
* xyz 0 1
Cl -1.558 -3.440 0.061
C -1.266 -1.838 0.217
N -1.632 -0.993 1.061
C -0.855 0.160 0.966
C 0.135 -0.021 0.052
N 0.032 -1.130 -0.568
H -1.003 1.098 1.647
H 0.775 0.728 -0.190
H 0.634 -1.429 -1.355
*
```

The value obtained for the gap between HOMO and LUMO is 9.027 eV. The calculation puts the HOMO energy at -8.22 eV. The calculation puts the energy relative to the best compared isomer or geometry (same formula, charge and spin) at 141.5 kJ/mol. The SMILES is Clc1ncc[nH]1.

***

2 unconnected molecules or ions with the total composition C4H10NO3, computed with wB97M-V/def2-TZVPD.

Structure (ORCA input):
```
! wB97M-V def2-TZVPD RIJCOSX def2/J DEFGRID3
* xyz -1 1
C -1.015 -2.076 -1.486
C 0.280 -1.299 -1.647
N 0.297 -0.033 -1.194
C -0.650 0.564 -0.243
C -0.367 0.265 1.263
O -1.073 1.062 2.071
O 1.201 -1.799 -2.286
H -1.509 -2.004 -0.526
H -0.757 -3.118 -1.608
H -1.709 -1.725 -2.247
H 1.158 0.473 -1.316
H -0.601 1.652 -0.362
H -1.673 0.278 -0.476
H -0.611 -0.833 1.394
H 0.764 0.255 1.316
H 2.488 2.902 1.776
H 1.419 2.611 2.845
O 2.360 2.824 2.727
*
```

The value obtained for the gap between HOMO and LUMO is 6.719 eV. The calculation puts the HOMO energy at -3.01 eV. The calculation puts the energy relative to the best compared isomer or geometry (same formula, charge and spin) at 203.6 kJ/mol.

***

A molecular structure, C19H20Cl2N3O3RuS2, computed with wB97M-V/def2-TZVPD.

Structure (ORCA input):
```
! wB97M-V def2-TZVPD RIJCOSX def2/J DEFGRID3
* xyz 1 1
Ru 0.829 0.197 0.141
S 0.947 -0.089 2.335
C 2.580 0.035 2.742
C 3.003 0.085 4.099
C 4.332 0.165 4.378
C 5.298 0.220 3.333
C 4.917 0.179 2.028
C 3.538 0.058 1.711
S 3.006 -0.153 0.117
H 2.260 0.060 4.885
H 4.663 0.193 5.407
H 6.347 0.299 3.585
H 5.643 0.221 1.226
Cl -2.761 -6.594 -0.274
C -2.109 -4.988 -0.191
C -2.953 -3.925 0.128
C -2.449 -2.650 0.219
Cl -3.511 -1.335 0.621
C -1.082 -2.364 0.005
O -0.687 -1.134 0.192
C -0.270 -3.451 -0.380
C 1.089 -3.252 -0.849
O 1.595 -2.163 -1.069
C -0.785 -4.755 -0.448
H -4.005 -4.102 0.305
H 1.677 -4.167 -1.037
H -0.129 -5.573 -0.721
C -0.194 0.218 -2.360
N -1.079 1.361 -2.250
C -0.986 2.339 -3.337
C -1.477 1.751 -1.003
O -0.864 1.397 0.044
N -2.543 2.551 -0.884
C -2.874 3.088 0.432
C -3.654 2.520 -1.834
H -0.049 -0.027 -3.410
H -0.624 -0.654 -1.877
H 0.835 0.424 -1.972
H 0.065 2.547 -3.556
H -1.465 3.270 -3.051
H -1.461 1.959 -4.241
H -1.968 3.309 0.987
H -3.468 2.373 1.005
H -3.446 4.003 0.292
H -3.434 1.854 -2.662
H -3.862 3.520 -2.215
H -4.543 2.148 -1.322
N 2.055 3.060 0.222
C 1.644 1.980 0.194
H 2.408 3.990 0.308
*
```

The value obtained for the gap between HOMO and LUMO (alpha / beta) is 5.712 / 5.172 eV. The calculation puts the HOMO energy (alpha / beta) at -10.34 / -10.36 eV.

***

5 unconnected molecules or ions with the total composition H10O4S in a non-equilibrium geometry, computed with wB97M-V/def2-TZVPD.

Structure (ORCA input):
```
! wB97M-V def2-TZVPD RIJCOSX def2/J DEFGRID3
* xyz 0 1
O 0.151 -0.444 -0.484
H 1.000 -0.556 -0.933
H 0.044 0.466 -0.245
O -2.174 0.526 1.217
H -3.100 0.211 1.351
H -1.619 -0.171 0.810
O -0.748 2.816 2.259
H -1.080 3.317 3.030
H -1.236 1.984 2.292
O -0.321 2.193 -0.382
H -0.620 2.457 0.562
H -0.180 2.657 -1.149
S 2.822 -5.251 -2.300
H 3.332 -4.211 -3.224
H 3.728 -5.995 -2.804
*
```

The value obtained for the gap between HOMO and LUMO is 10.421 eV. The calculation puts the HOMO energy at -9.74 eV. The calculation puts the energy relative to the best compared isomer or geometry (same formula, charge and spin) at 119.6 kJ/mol. The SMILES is O.O.O.O.S.

***

A molecular structure, C26H35CrN9, computed with wB97M-V/def2-TZVPD.

Structure (ORCA input):
```
! wB97M-V def2-TZVPD RIJCOSX def2/J DEFGRID3
* xyz 2 5
Cr 0.356 0.386 0.912
C -5.590 2.808 3.085
C -5.126 1.738 4.031
C -5.903 1.352 5.119
C -5.487 0.360 5.992
C -4.260 -0.259 5.803
C -3.456 0.121 4.740
C -3.897 1.100 3.859
N -3.079 1.519 2.763
C -2.340 0.736 1.948
N -2.598 -0.578 1.920
C -1.877 -1.623 1.251
C -0.595 -1.426 0.727
C -0.027 -2.533 0.088
C -0.676 -3.753 -0.022
C -1.937 -3.902 0.533
C -2.561 -2.846 1.182
C -3.932 -3.029 1.778
N -1.441 1.248 1.127
C -0.750 2.462 1.389
C 0.022 2.611 2.549
C 0.776 3.765 2.743
C 0.790 4.745 1.767
C 0.055 4.575 0.598
C -0.721 3.445 0.382
C -1.529 3.278 -0.872
H -6.626 3.074 3.285
H -5.521 2.484 2.045
H -4.999 3.723 3.186
H -6.860 1.834 5.272
H -6.118 0.074 6.822
H -3.923 -1.025 6.488
H -2.485 -0.339 4.603
H -2.985 2.510 2.609
H -3.428 -0.859 2.420
H 0.980 -2.456 -0.311
H -0.203 -4.592 -0.517
H -2.452 -4.852 0.471
H -4.255 -4.063 1.683
H -4.676 -2.404 1.276
H -3.958 -2.789 2.845
H -0.035 1.853 3.324
H 1.336 3.897 3.659
H 1.363 5.651 1.914
H 0.071 5.348 -0.161
H -1.295 4.065 -1.587
H -2.599 3.320 -0.660
H -1.352 2.307 -1.337
N 4.142 0.251 4.255
C 5.029 0.267 3.253
N 6.321 0.429 3.530
N 4.701 0.141 1.965
C 3.452 0.031 1.644
N 2.352 -0.052 1.272
H 4.439 0.264 5.216
H 3.179 0.025 4.073
H 6.674 0.517 4.466
H 6.970 0.444 2.762
N 3.553 -1.833 -3.459
C 3.068 -0.427 -3.149
C 2.043 -0.480 -2.019
N 1.574 0.817 -1.589
H 4.245 -1.843 -4.211
H 2.776 -2.432 -3.749
H 3.981 -2.267 -2.639
H 2.648 -0.045 -4.078
H 3.950 0.156 -2.890
H 2.465 -1.006 -1.158
H 1.174 -1.061 -2.343
H 1.067 1.311 -2.313
H 2.302 1.419 -1.225
*
```

The value obtained for the gap between HOMO and LUMO (alpha / beta) is 6.696 / 6.855 eV. The calculation puts the HOMO energy (alpha / beta) at -12.08 / -12.24 eV. The calculation puts the energy relative to the best compared isomer or geometry (same formula, charge and spin) at 13.0 kJ/mol. As for the expectation value of S²: 6.034.

***

A molecular structure, C11H24Br2O6P, computed with wB97M-V/def2-TZVPD.

Structure (ORCA input):
```
! wB97M-V def2-TZVPD RIJCOSX def2/J DEFGRID3
* xyz 1 1
C 2.191 -3.950 -1.933
C 2.861 -3.905 -3.319
Br 1.761 -2.962 -4.575
C 4.304 -3.335 -3.214
P 5.457 -4.702 -3.192
Br 5.007 -2.181 -4.568
H 1.280 -3.361 -1.919
H 2.836 -3.537 -1.160
H 1.939 -4.972 -1.660
H 2.906 -4.912 -3.734
H 4.430 -2.810 -2.269
H 5.544 -5.263 -4.458
H 6.735 -4.314 -2.812
H 5.019 -5.687 -2.316
C 1.204 0.926 1.376
C -0.017 0.043 1.500
O -0.827 0.075 0.307
C -0.399 -0.646 -0.712
O 0.587 -1.347 -0.739
O -1.218 -0.444 -1.746
C -0.823 -1.150 -2.920
H 0.910 1.947 1.132
H 1.739 0.942 2.325
H 1.879 0.559 0.605
H -0.685 0.411 2.275
H 0.244 -0.990 1.722
H -0.697 -2.207 -2.696
H 0.111 -0.744 -3.305
H -1.613 -1.019 -3.653
C -2.787 2.611 1.263
C -3.837 3.699 1.267
O -4.490 3.812 2.542
C -3.796 4.451 3.480
O -2.689 4.909 3.355
O -4.492 4.406 4.613
C -3.846 5.017 5.735
H -3.226 1.658 1.561
H -2.369 2.495 0.264
H -1.976 2.856 1.950
H -4.643 3.466 0.575
H -3.412 4.665 0.998
H -3.583 6.048 5.511
H -2.949 4.464 6.005
H -4.570 4.977 6.542
*
```

The value obtained for the gap between HOMO and LUMO is 8.208 eV. The calculation puts the HOMO energy at -11.96 eV.

***

2 unconnected molecules or ions with the total composition C11H12NO2 in a non-equilibrium geometry, computed with wB97M-V/def2-TZVPD.

Structure (ORCA input):
```
! wB97M-V def2-TZVPD RIJCOSX def2/J DEFGRID3
* xyz -1 1
C -0.427 -2.731 1.681
C 0.023 -1.219 -0.404
C -0.630 0.787 0.462
C -0.416 -1.505 0.913
C -0.944 -0.260 1.415
C -0.950 2.142 0.704
C -1.581 2.322 1.936
C -1.696 0.007 2.580
C -1.792 1.371 2.903
N -0.175 0.125 -0.628
H -0.024 0.427 -1.570
H 0.456 -1.966 -1.107
H -0.461 2.825 0.145
H -0.734 -3.664 1.087
H -1.232 -2.862 2.442
H -1.929 3.429 2.302
H -1.818 -0.700 3.338
H -2.310 1.620 3.816
H 0.615 -2.893 2.052
C 2.880 0.165 -3.107
C 1.543 0.716 -3.873
O 0.527 0.081 -3.769
O 1.676 1.821 -4.332
H 2.627 0.146 -2.083
H 3.897 0.757 -3.421
H 2.877 -0.941 -3.484
*
```

The value obtained for the gap between HOMO and LUMO is 7.260 eV. The calculation puts the HOMO energy at -4.15 eV. The calculation puts the energy relative to the best compared isomer or geometry (same formula, charge and spin) at 245.3 kJ/mol.

***

A gas-phase ion, C5H6N3O (charge -1) in a non-equilibrium geometry, computed with wB97M-V/def2-TZVPD.

Structure (ORCA input):
```
! wB97M-V def2-TZVPD RIJCOSX def2/J DEFGRID3
* xyz -1 1
O 4.354 -0.926 0.077
N 3.055 -1.010 0.017
C 2.245 -0.019 -0.098
N 2.544 1.407 -0.179
C 1.450 2.043 -0.088
N 0.249 1.322 0.094
C 0.687 -0.141 -0.108
C -0.299 -1.078 0.552
C -0.360 -0.859 -0.943
H 1.533 3.059 -0.235
H -0.028 1.462 1.066
H 0.069 -1.950 1.070
H -1.001 -0.669 1.234
H 0.059 -1.742 -1.619
H -1.177 -0.184 -1.439
*
```

The value obtained for the gap between HOMO and LUMO is 6.256 eV. The calculation puts the HOMO energy at -2.40 eV. The calculation puts the energy relative to the best compared isomer or geometry (same formula, charge and spin) at 56.7 kJ/mol. The SMILES is [O-]/N=C1\N=CNC12CC2.

***

12 unconnected molecules or ions with the total composition BH26O11 in a non-equilibrium geometry, computed with wB97M-V/def2-TZVPD.

Structure (ORCA input):
```
! wB97M-V def2-TZVPD RIJCOSX def2/J DEFGRID3
* xyz -1 1
B -0.724 -13.567 27.546
H -0.370 -13.213 26.394
H 0.113 -13.159 28.365
H -1.918 -13.093 27.779
H -0.726 -14.781 27.551
O -2.737 -12.516 24.674
H -2.703 -13.079 25.462
H -3.000 -13.028 23.949
O 2.597 -12.089 26.769
H 3.090 -11.387 26.317
H 2.305 -11.666 27.608
O 2.359 -14.719 26.545
H 1.644 -15.075 27.002
H 2.174 -13.771 26.791
O -0.821 -11.370 23.185
H -1.190 -11.943 23.835
H -1.502 -10.712 23.051
O 1.765 -11.874 24.003
H 1.226 -11.352 23.371
H 1.559 -11.646 24.910
O 1.333 -14.504 23.902
H 1.403 -13.535 23.953
H 1.600 -14.639 24.797
O -1.376 -16.556 25.518
H -1.124 -16.242 26.399
H -1.603 -15.795 24.987
O -0.479 -10.423 26.091
H -0.452 -10.003 26.967
H -0.496 -11.320 26.344
O -3.558 -14.841 25.930
H -4.352 -14.604 26.438
H -2.844 -14.724 26.530
O -3.914 -10.632 28.235
H -3.102 -11.039 28.526
H -3.686 -10.078 27.480
O 1.464 -10.706 28.679
H 0.794 -9.996 28.629
H 0.981 -11.388 29.141
*
```

The value obtained for the gap between HOMO and LUMO is 8.660 eV. The calculation puts the HOMO energy at -6.35 eV. The calculation puts the energy relative to the best compared isomer or geometry (same formula, charge and spin) at 95.5 kJ/mol.

***

Br2 in the gas phase, computed with wB97M-V/def2-TZVPD.

Structure (ORCA input):
```
! wB97M-V def2-TZVPD RIJCOSX def2/J DEFGRID3
* xyz 0 1
Br -1.157 0.000 0.000
Br 1.157 0.000 0.000
*
```

The value obtained for the gap between HOMO and LUMO is 8.701 eV. The calculation puts the HOMO energy at -10.40 eV. The calculation puts the energy relative to the best compared isomer or geometry (same formula, charge and spin) at 0.0 kJ/mol. The SMILES is BrBr.